Molecular formula: C7H12N3
Method: DFT, the ωB97M-V functional and the def2-TZVPD basis

```
22
Properties=species:S:1:pos:R:3:forces:R:3:mulliken_charge:R:1
C -0.6736 -1.8218 0.0307 -0.508 3.077 -0.467 -0.149
C 1.6590 -1.7966 0.1380 3.884 1.135 -0.421 0.077
C -0.9623 -0.5101 -0.0601 4.652 0.403 -0.632 0.007
C 1.0542 0.4894 -0.1792 -3.668 -3.318 1.154 0.167
C -3.2612 -0.4281 0.1373 -4.721 -0.057 -0.191 -1.440
C 3.4641 -0.0377 0.1912 -0.530 -1.023 1.075 -0.964
C -2.0531 0.4146 -0.1334 -0.950 1.399 -0.028 0.120
N 0.5864 -2.3384 0.0455 -3.020 -2.569 0.475 -0.364
N 1.9844 -0.4119 0.0155 1.979 1.237 -0.081 -0.053
N 1.1921 1.7732 -0.2154 1.266 1.849 -1.330 -0.315
H -1.4973 -2.4934 0.0916 -0.432 -0.649 0.035 0.448
H 2.5472 -2.4433 0.2433 -0.202 0.603 -0.036 0.232
H -4.1993 0.3592 0.2051 2.243 -2.131 0.623 0.323
H -3.1756 -1.1799 0.9822 -0.250 1.516 -0.562 0.372
H -3.6730 -1.0505 -0.7104 1.139 0.601 0.430 0.361
H 3.9545 0.4485 -0.6284 -0.512 0.607 -0.766 0.386
H 3.6763 0.5364 1.1367 -0.590 -0.727 -0.896 0.343
H 3.9523 -1.0156 0.1990 0.125 0.263 0.485 0.310
H -2.0539 1.2381 0.6079 0.544 -0.663 0.139 0.295
H -2.2512 0.9992 -1.0617 0.761 -0.853 0.064 0.298
H 0.3257 2.2817 -0.2408 -0.082 0.321 -0.174 0.255
H 2.0146 2.2911 -0.6438 -1.128 -1.020 1.103 0.291
```
Positions in Å, forces in eV/Å.

Computed properties:
- E (a.u.) = -437.80973
- 2S+1 = 1
- energy above the lowest of the compared OMol25 structures with the same formula, charge and spin (kcal per mole) = 118.3
- E_HOMO (eV) = -13.436
- charge = +1